Record 1
This record from the OMol25 dataset describes C11H26AlO2P2 as an isolated structure. The level of theory is ωB97M-V with the def2-TZVPD basis set.

Results
Net charge ... -1
LUMO level ... 3.4 eV
Molecular weight ... 279.3 g mol⁻¹
HOMO level ... -4.56 eV

The geometry in XYZ format:
```
42
Properties=species:S:1:pos:R:3:forces:R:3:lowdin_charge:R:1
C 4.3224 2.1670 -0.1436 0.01 0.02 0.01 -0.145
C 3.7070 0.9816 0.6074 0.06 -0.05 -0.06 -0.355
C 2.4124 1.3163 1.3584 -0.03 0.07 0.00 -0.254
Al 1.2885 -0.2634 1.8340 0.15 0.01 0.16 0.158
O 1.0748 -1.3815 0.4554 0.01 -0.02 -0.27 -0.242
C -0.2329 -1.8580 0.4965 -0.06 0.04 0.11 -0.613
P -0.7715 -2.7127 -1.0761 0.08 0.02 0.06 0.857
C 0.0770 -1.6883 -2.3516 -0.04 0.00 0.02 -0.329
C 0.4869 -4.0656 -0.9844 -0.02 -0.05 -0.03 -0.332
C -1.1840 -0.7332 1.0292 0.02 0.02 -0.05 -0.544
P -2.0522 0.2563 -0.3299 -0.05 -0.10 0.20 0.996
C -1.1080 1.8447 -0.2750 -0.06 0.03 0.00 -0.418
C -1.0908 2.5819 -1.6104 0.04 0.01 -0.11 -0.182
C -3.5844 0.8029 0.5738 -0.04 0.07 -0.05 -0.448
C -4.5472 -0.3217 0.9431 0.04 -0.09 -0.04 -0.185
O -0.4751 0.0618 1.9313 -0.16 -0.07 0.03 -0.233
H 5.3638 1.9866 -0.4294 -0.02 -0.02 -0.02 0.053
H 4.2932 3.0707 0.4716 0.04 -0.03 0.02 0.061
H 3.7636 2.3798 -1.0591 -0.04 0.03 0.05 0.062
H 4.4498 0.5880 1.3100 -0.06 -0.01 0.03 0.092
H 3.5288 0.1726 -0.1109 0.02 0.02 0.00 0.086
H 2.6680 1.8700 2.2731 -0.01 0.05 -0.04 0.045
H 1.8207 2.0166 0.7517 0.04 -0.03 -0.02 0.038
H 1.8661 -1.0401 3.1396 -0.02 0.03 0.04 -0.056
H -0.3129 -2.6799 1.2377 0.02 0.03 0.00 0.098
H -0.5000 -0.7855 -2.5491 0.00 -0.01 -0.01 -0.014
H 1.0758 -1.4153 -2.0059 -0.02 -0.01 0.00 0.032
H 0.1419 -2.2649 -3.2774 0.03 0.00 0.02 0.021
H 1.4888 -3.6554 -0.8431 -0.02 0.01 0.01 0.033
H 0.4587 -4.6696 -1.8942 0.01 0.03 -0.01 0.017
H 0.2532 -4.7209 -0.1430 0.00 0.01 0.00 0.022
H -2.0086 -1.2505 1.5442 -0.03 0.01 -0.08 0.090
H -0.1012 1.5862 0.0489 0.02 0.05 -0.07 0.039
H -1.5195 2.4833 0.5123 0.03 -0.06 0.00 0.076
H -2.0981 2.7439 -2.0040 -0.01 -0.01 0.04 0.053
H -0.5402 2.0109 -2.3614 -0.03 -0.01 0.00 0.055
H -0.6110 3.5609 -1.5251 0.02 -0.02 0.04 0.059
H -4.0934 1.4802 -0.1213 0.05 0.08 0.06 0.062
H -3.3188 1.3880 1.4606 0.06 -0.07 -0.02 0.074
H -4.7785 -0.9458 0.0764 0.01 0.02 0.00 0.061
H -4.1253 -0.9750 1.7084 -0.02 0.02 -0.01 0.052
H -5.4876 0.0773 1.3311 0.01 0.00 0.01 0.057
```
Forces are in eV/Å.

=====

Record 2
This record from the OMol25 dataset describes a 11-piece molecular cluster, C46H53N5O30S4 overall in a non-equilibrium geometry. The level of theory is ωB97M-V with the def2-TZVPD basis set.

Results
Net charge ... +1
LUMO level (spin up / spin down) ... -5.8 / -9.5 eV
Molecular weight ... 1284.2 g mol⁻¹
HOMO level (spin up / spin down) ... -10.31 / -10.31 eV
Spin multiplicity ... 2

The geometry in XYZ format:
```
138
Properties=species:S:1:pos:R:3:forces:R:3:lowdin_charge:R:1
C 3.1965 -4.2349 -1.4958 -0.99 0.12 0.73 -0.194
C 4.6749 -4.4528 -1.5633 0.74 0.73 0.69 -0.184
O 4.7984 -5.8219 -1.2300 0.89 -2.11 1.25 -0.206
S 3.9104 -6.1886 0.1393 -1.44 -1.82 -1.19 0.839
O 4.4629 -5.6615 1.3935 -1.00 -0.54 -2.97 -0.254
O 3.4710 -7.6531 0.1465 1.59 5.61 -0.50 -0.265
O 2.7101 -5.1879 -0.5704 -0.03 -2.36 2.66 -0.224
H 2.7065 -4.4324 -2.4492 0.03 0.01 0.01 0.110
H 2.8217 -3.3220 -1.0330 0.54 0.59 -0.63 0.116
H 5.2701 -3.8964 -0.8393 -0.30 0.28 0.00 0.115
H 5.0696 -4.2052 -2.5488 0.12 -0.67 0.00 0.144
C 0.6206 -1.0277 -4.8404 0.40 0.12 -1.85 -0.187
C 1.9193 -1.3806 -4.1635 -1.36 -0.65 0.82 -0.115
O 1.3678 -2.1603 -3.0771 -0.01 -0.95 1.81 -0.261
S 0.1933 -3.1620 -3.5414 -0.42 -1.87 -0.59 0.679
O -0.8936 -3.4049 -2.5823 2.68 1.49 -1.76 -0.237
O 0.8115 -4.3341 -4.1464 -0.92 1.95 0.86 -0.232
O -0.2745 -2.1367 -4.7087 -0.45 -0.39 0.82 -0.199
H 0.8066 -0.9954 -5.9140 -0.23 0.64 -0.04 0.140
H 0.2231 -0.0934 -4.4441 -0.39 -0.26 -0.08 0.100
H 2.3361 -0.4949 -3.6840 0.47 -0.29 -0.26 0.131
H 2.5730 -2.0101 -4.7672 0.22 0.27 0.15 0.144
C -2.6534 3.6402 1.9604 2.51 1.05 -0.53 -0.105
C -2.9957 3.5733 3.4361 0.33 0.48 -0.03 -0.148
O -3.3011 4.9205 3.8051 -0.44 2.20 -1.39 -0.200
S -2.3424 5.9873 2.9810 1.83 -0.03 1.69 0.693
O -1.2043 6.3182 3.8315 -1.20 -1.14 -1.40 -0.263
O -3.0186 7.1596 2.4923 -0.34 -1.92 -0.39 -0.242
O -1.8378 4.8856 1.8132 -1.45 1.91 1.87 -0.266
H -3.3988 3.7810 1.1777 -0.47 -0.78 0.58 0.135
H -1.8114 2.9962 1.7066 -0.94 -1.06 -0.21 0.111
H -2.1403 3.4126 4.0923 0.21 -1.14 -0.50 0.142
H -3.8313 2.9059 3.6470 0.02 0.29 0.14 0.145
C 1.2715 6.6943 1.1947 1.12 -0.34 0.84 -0.142
C 2.1602 6.9202 2.4331 -0.80 0.08 -0.02 -0.181
O 3.4215 6.3558 2.1562 1.15 -1.71 -1.90 -0.183
S 3.3929 5.2314 0.9036 -0.97 -0.48 -0.49 0.751
O 3.4979 3.8502 1.3763 0.00 2.88 -0.56 -0.257
O 4.1676 5.6534 -0.2597 -1.17 -0.42 2.55 -0.245
O 1.7750 5.4761 0.5410 0.53 0.95 0.86 -0.243
H 1.4217 7.5934 0.5971 -0.30 -0.38 -0.67 0.110
H 0.2582 6.5835 1.5807 -0.05 -0.32 -0.66 0.099
H 1.7506 6.4915 3.3477 0.00 -0.17 -0.11 0.131
H 2.2581 7.9982 2.5612 0.31 -0.09 0.16 0.139
C 1.4819 -4.6710 3.0175 -0.96 0.42 -0.32 -0.093
C 0.3187 -4.6758 2.2120 1.29 -1.95 0.26 -0.048
C -0.1011 -5.9332 1.7573 -0.35 0.53 0.05 0.003
C 0.5420 -7.1468 2.1197 -0.44 2.66 -0.21 -0.173
C 1.6368 -7.1215 2.9535 1.24 1.60 -0.33 0.024
C 2.1350 -5.8267 3.3766 -1.13 -1.49 -0.10 -0.056
N 0.0390 -8.3794 1.5615 -0.04 -2.31 0.95 -0.305
O 0.7888 -9.3679 1.7737 -2.08 1.65 -1.15 0.057
O -1.1059 -8.4050 1.0751 2.26 -0.15 0.48 0.063
H 1.8464 -3.7120 3.3551 0.16 -0.05 0.10 0.079
H -0.1439 -3.7459 1.9162 -0.20 -0.12 -0.06 0.090
H -0.9546 -5.9531 1.0959 -0.05 -0.32 -0.04 0.106
H 2.2058 -8.0348 3.0458 -0.04 0.03 0.57 0.119
H 2.9668 -5.6906 4.0519 0.25 -0.57 -0.16 0.107
C -4.9420 -1.2930 -6.2093 -0.15 -0.91 -0.46 -0.051
C -5.4429 -0.8129 -5.0061 1.34 0.18 -0.32 -0.041
C -4.6141 0.0265 -4.2670 -0.69 0.64 0.99 -0.008
C -3.4004 0.4863 -4.7615 0.34 -0.96 -0.31 -0.113
C -2.9614 -0.0404 -5.9687 1.70 0.44 0.10 -0.022
C -3.6747 -0.9697 -6.6893 -0.80 0.46 0.74 -0.042
N -2.5173 1.4292 -3.9801 -1.35 1.32 0.20 -0.324
O -1.3736 1.7227 -4.2141 1.76 -1.59 -2.01 0.044
O -3.0543 2.0927 -3.1246 -2.10 -0.12 1.24 0.046
H -5.4933 -2.0410 -6.7599 -0.28 0.04 -0.05 0.114
H -6.3862 -1.1488 -4.6012 0.01 0.05 -0.05 0.116
H -4.9769 0.2966 -3.2862 0.24 0.34 0.13 0.115
H -1.9670 0.2173 -6.3021 0.12 0.21 -0.08 0.115
H -3.2561 -1.4268 -7.5737 -0.10 0.07 -0.03 0.119
C -0.1062 1.4774 -1.0667 0.69 0.55 -1.12 -0.079
C 0.2873 2.2312 0.0509 -0.89 -1.36 -0.07 -0.055
C 0.7215 1.5341 1.1697 -0.02 1.77 1.23 -0.025
C 0.8371 0.1880 1.1586 0.88 -0.81 -1.86 -0.162
C 0.6736 -0.4888 -0.0498 -1.09 -1.04 -1.28 0.006
C 0.1062 0.1117 -1.2407 1.03 0.66 3.73 -0.027
N 1.2838 -0.5719 2.3413 -1.90 -4.38 1.10 -0.238
O 0.8004 -0.3306 3.4706 1.48 0.91 -2.24 0.071
O 1.7703 -1.7216 2.0975 -0.20 3.33 0.43 0.030
H -0.4324 2.0324 -1.9338 -0.48 0.10 -0.06 0.072
H 0.0339 3.2810 0.0621 0.51 0.15 0.17 0.089
H 1.0021 1.9807 2.1121 -0.14 0.66 0.01 0.128
H 0.8874 -1.5468 -0.0145 -0.10 -0.14 -0.25 0.111
H -0.2291 -0.4233 -2.1169 0.30 -0.15 0.18 0.091
C -6.7750 -2.8056 -0.0918 -2.84 1.44 2.04 -0.071
C -5.7955 -3.5473 -0.5993 1.53 -1.79 -1.11 -0.104
C -4.5165 -3.0737 -0.7289 1.10 2.88 1.06 0.035
C -4.3428 -1.7384 -0.2318 0.91 -0.86 -0.70 -0.096
C -5.3922 -0.9597 0.2488 1.43 0.88 0.76 -0.057
C -6.5920 -1.5096 0.4612 -1.49 -2.19 -1.21 -0.052
N -2.9585 -1.1300 -0.0870 -2.38 1.03 -0.77 -0.309
O -2.9590 0.1216 0.0138 1.00 -2.04 0.03 0.020
O -2.0316 -1.8927 -0.1030 0.43 0.57 0.21 0.099
H -7.7282 -3.3115 -0.0498 -0.32 0.26 0.34 0.113
H -5.9761 -4.5877 -0.8257 -0.18 0.00 -0.40 0.123
H -3.7110 -3.6398 -1.1729 0.17 0.02 0.27 0.119
H -5.3301 0.0531 0.6187 0.99 0.01 -0.13 0.114
H -7.3225 -0.9540 1.0304 -0.41 -0.22 -0.34 0.115
C -2.7781 6.0062 -2.4856 -0.70 1.74 -0.42 0.100
C -2.7837 7.4322 -2.3072 1.55 -0.92 0.27 0.042
C -1.5528 8.0966 -2.2276 -2.74 0.68 0.14 0.077
C -0.3417 7.3948 -2.3603 0.66 -0.20 0.12 -0.013
C -0.3836 6.0085 -2.4598 1.25 -0.76 -1.49 0.044
C -1.5558 5.3381 -2.6705 0.58 -0.07 0.34 0.042
N 0.9971 8.0897 -2.4789 1.78 2.54 0.52 -0.284
O 1.1614 9.1205 -1.7732 -1.56 -2.44 -0.91 0.123
O 1.8722 7.7011 -3.2325 -1.98 -0.67 0.66 0.163
H -3.6950 5.4525 -2.6238 -0.20 0.01 0.25 0.141
H -3.7177 7.9611 -2.1877 0.08 0.09 -0.03 0.132
H -1.6766 9.1568 -2.0629 0.83 0.21 -0.03 0.144
H 0.5279 5.5227 -2.7755 0.32 -0.17 0.49 0.145
H -1.5778 4.3255 -3.0453 0.17 -0.30 0.18 0.115
O 6.5775 -1.1734 -2.4755 -0.48 -0.13 0.45 0.119
C 5.7702 -0.7907 -1.6698 1.53 -0.81 -0.21 -0.463
O 5.4090 -1.5443 -0.5761 1.38 0.21 -2.69 0.005
C 4.5099 -0.8335 0.2217 1.07 -1.57 1.89 -0.197
C 4.1157 0.3920 -0.4561 -0.48 2.38 -2.50 -0.128
C 5.0354 0.5143 -1.7273 -0.69 -0.96 0.81 -0.036
H 5.1311 -0.5660 1.0765 -0.66 -0.27 0.72 0.141
H 3.7702 -1.6091 0.4203 -0.52 0.74 0.67 0.116
H 4.3361 1.2838 0.1306 -0.76 -0.10 0.22 0.115
H 3.0900 0.3203 -0.8178 -0.14 0.50 0.38 0.095
H 5.6933 1.3823 -1.7706 0.05 -0.23 0.19 0.132
H 4.5280 0.4395 -2.6891 -0.34 0.38 0.08 0.110
O 0.5129 -4.5938 8.5026 0.00 2.97 -0.33 0.106
C 0.6825 -3.4542 8.1028 0.84 -0.66 -2.57 -0.392
O -0.1176 -2.8750 7.1028 -1.36 0.23 0.34 -0.018
C 0.2660 -1.4916 6.7434 -0.18 -0.94 0.45 -0.159
C 1.7214 -1.5627 6.8923 2.47 -0.43 0.81 -0.191
C 1.9546 -2.5502 8.0676 -0.71 -0.10 0.53 -0.056
H -0.2212 -0.7628 7.3912 -0.16 -0.22 0.15 0.125
H 0.1375 -1.2046 5.6998 -1.12 -0.72 0.02 0.098
H 2.2268 -0.6100 7.0509 -0.19 0.13 0.25 0.117
H 2.1556 -1.9206 5.9588 0.00 -0.39 0.05 0.110
H 2.0175 -1.9709 8.9888 0.25 -0.24 0.19 0.116
H 2.7858 -3.2494 7.9766 0.15 0.36 0.06 0.121
```
Forces are in eV/Å.

=====

Record 3
This record from the OMol25 dataset describes a 2-piece molecular cluster, C5H8O2 overall. The level of theory is ωB97M-V with the def2-TZVPD basis set.

Results
Net charge ... 0
LUMO level ... 0.7 eV
Molecular weight ... 100.1 g mol⁻¹
HOMO level ... -8.76 eV
Structure (SMILES) ... C=C(O)[C@@H]1CC1=O.[H][H]
Relative energy (zero: lowest compared OMol25 entry of this formula, charge and spin) ... 77.48 kcal/mol

The geometry in XYZ format:
```
15
Properties=species:S:1:pos:R:3:forces:R:3:lowdin_charge:R:1
C -1.9394 -0.1006 -0.3851 0.13 0.04 -0.02 0.031
C -0.6648 0.2927 -0.4218 -0.16 -0.29 0.00 -0.419
O -0.2376 1.5027 -0.8793 -0.17 0.12 -0.06 0.050
C 0.4780 -0.5683 -0.0248 -0.21 -0.09 -0.02 -0.142
C 1.9012 0.0436 0.2023 0.17 0.06 0.00 0.006
C 1.5906 -0.7422 -0.9908 0.13 -0.09 -0.35 -0.350
O 1.9233 -1.1716 -2.0573 -0.12 0.20 0.57 0.139
H -2.7470 0.5400 -0.7296 0.13 -0.06 0.05 0.063
H -2.1954 -1.0914 -0.0274 0.06 0.17 -0.03 0.065
H -0.9955 1.9948 -1.2210 0.12 -0.04 0.04 0.118
H 0.2197 -1.4122 0.6111 0.05 0.10 -0.16 0.145
H 2.0049 1.1213 0.0941 -0.02 -0.19 -0.01 0.115
H 2.5019 -0.4134 0.9864 -0.13 0.08 -0.12 0.114
H -1.2878 0.2370 2.2485 0.05 0.01 0.10 0.019
H -0.8879 0.2273 2.8768 -0.03 0.00 0.01 0.046
```
Forces are in eV/Å.

=====

Record 4
This record from the OMol25 dataset describes a 2-piece molecular cluster, C9H16NSi overall in a non-equilibrium geometry. The level of theory is ωB97M-V with the def2-TZVPD basis set.

Results
Net charge ... +1
LUMO level ... -3.9 eV
Molecular weight ... 166.3 g mol⁻¹
HOMO level ... -12.21 eV
Relative energy (zero: lowest compared OMol25 entry of this formula, charge and spin) ... 47.95 kcal/mol

The geometry in XYZ format:
```
27
Properties=species:S:1:pos:R:3:forces:R:3:lowdin_charge:R:1
C 1.1741 2.3998 -1.5822 -1.13 -0.94 -0.27 -0.090
C 0.8061 1.1951 -2.1642 -2.56 1.28 0.47 -0.113
C 0.1669 3.3077 -1.1306 2.50 0.19 -0.58 -0.085
C -0.5655 0.9498 -2.3327 0.00 0.37 0.12 -0.137
C -1.1889 3.0770 -1.3635 1.69 -0.30 -0.15 -0.077
C -1.5488 1.8564 -1.9831 -1.79 0.05 0.21 -0.089
C -0.2669 -1.5264 2.5983 -2.86 4.19 -1.93 0.014
C 0.9757 0.0546 1.1360 -5.96 1.62 0.45 -0.009
C -0.5037 -1.5877 0.1887 1.19 -0.09 -0.84 -0.378
N 0.4433 -1.3090 1.2778 0.89 -0.73 2.68 -0.256
Si -0.5181 -2.9918 -0.8029 0.95 -0.31 0.68 0.860
H 2.2399 2.4890 -1.6226 0.44 1.14 0.70 0.099
H 1.4876 0.4998 -2.5314 1.28 -0.96 -0.52 0.086
H 0.6030 4.2722 -0.7385 -1.14 -1.02 -0.29 0.123
H -0.9605 0.0841 -2.8118 0.27 -0.81 -0.36 0.085
H -1.7199 3.9718 -1.1200 -1.42 -0.25 0.01 0.097
H -1.3696 -1.0886 2.4398 2.60 -1.14 0.79 0.172
H -0.2128 -2.5026 2.7835 -0.66 -4.19 0.40 0.049
H 0.2731 -1.1133 3.4001 0.59 1.33 0.87 0.089
H 1.2824 0.1600 0.1941 1.20 0.43 -3.80 0.031
H 0.1562 0.9061 1.3124 1.26 -2.22 -0.47 0.181
H 1.6960 0.3315 1.7447 3.63 0.44 3.39 0.057
H -0.8915 -0.6049 -0.0491 -0.66 -0.32 -0.38 0.045
H 1.2965 -1.9132 1.4588 -1.21 0.38 -1.43 0.203
H -2.6281 1.5006 -2.2281 1.90 1.24 0.59 0.139
H 0.3906 -4.1503 -0.2815 -0.99 0.95 -0.73 -0.036
H -1.2107 -2.9106 -2.1053 0.00 -0.33 0.37 -0.058
```
Forces are in eV/Å.